(1)
Here is 3 unconnected molecules or ions with the total composition CH7O3 in a non-equilibrium geometry from the OMol25 dataset. Energies are from ωB97M-V with the def2-TZVPD basis set.

Calculated values
orbital gap = 7.235 eV
HOMO = -2.87 eV
total charge = -1
energy above the lowest of the compared OMol25 structures with the same formula, charge and spin = 137.1 kJ/mol

```
11
Properties=species:S:1:pos:R:3:forces:R:3:mulliken_charge:R:1
C 0.907633 1.264560 -0.267660 -1.476 -1.336 0.945 -0.646
O 0.026937 0.255669 -0.571426 0.298 0.095 0.178 -0.874
H 1.366162 1.039771 0.735619 0.842 0.699 -0.628 0.100
H 1.549731 1.544253 -1.061280 2.053 -0.456 -1.013 0.240
H 0.453962 2.229437 -0.191441 -1.142 1.358 0.853 0.196
H -0.068411 -0.054705 1.165787 -1.213 0.233 -1.475 0.362
H 0.350028 -0.998181 2.123480 0.641 -0.998 0.837 0.277
O -0.457244 -0.555681 1.912267 0.014 0.276 0.592 -0.653
H -1.056312 -2.189671 -1.482153 0.226 -0.789 -0.769 0.269
H -1.352037 -1.021928 -0.752305 -1.070 0.156 -2.550 0.404
O -1.720450 -1.513524 -1.610892 0.827 0.761 3.029 -0.674
```
Forces are in eV/Å.

***

(2)
Here is 4 unconnected molecules or ions with the total composition CH7O5 in a non-equilibrium geometry from the OMol25 dataset. Energies are from ωB97M-V with the def2-TZVPD basis set.

Calculated values
orbital gap = 9.319 eV
HOMO = -5.18 eV
total charge = -1
energy above the lowest of the compared OMol25 structures with the same formula, charge and spin = 31.4 kJ/mol

```
13
Properties=species:S:1:pos:R:3:forces:R:3:mulliken_charge:R:1
O -0.381423 -0.136092 -1.367724 -0.542 -0.465 -0.111 -0.648
C 0.500351 0.611128 -0.922974 -0.388 -0.107 -0.854 -0.047
O 0.903962 0.705128 0.253205 0.275 0.184 0.538 -0.740
H 0.947884 1.244830 -1.718576 0.497 0.422 0.218 0.439
H 3.119277 0.402791 1.000979 -0.251 0.044 -0.237 0.338
H 3.024571 -0.380196 -0.266757 -0.577 -0.069 -0.301 0.319
O 3.668604 -0.028684 0.337540 0.904 0.038 0.503 -0.655
H -0.340307 -0.278036 1.012806 -0.012 0.162 0.239 0.408
H -0.881799 -1.675438 0.942829 -0.181 0.453 0.312 0.304
O -0.989124 -0.866363 1.475727 0.020 -0.648 -0.395 -0.746
H -2.838842 -0.361018 0.420236 0.466 -0.255 0.704 0.394
H -3.126485 0.329455 -0.832637 -0.282 -0.053 0.101 0.320
O -3.596092 -0.009475 -0.053406 0.071 0.296 -0.716 -0.686
```
Forces are in eV/Å.

***

(3)
Here is 2 unconnected molecules or ions with the total composition CH7OPSi in a non-equilibrium geometry from the OMol25 dataset. Energies are from ωB97M-V with the def2-TZVPD basis set.

Calculated values
orbital gap (spin up / spin down) = 7.123 / 8.459 eV
HOMO (spin up / spin down) = -6.95 / -8.76 eV
energy above the lowest of the compared OMol25 structures with the same formula, charge and spin = 293.3 kJ/mol

```
11
Properties=species:S:1:pos:R:3:forces:R:3:mulliken_charge:R:1
C -2.417527 0.415032 0.242716 -0.759 -1.156 1.266 -0.859
O 1.873213 -1.816956 -0.200298 0.674 -3.835 -3.170 -0.416
Si 1.204458 -0.634544 0.581473 -2.334 2.537 -0.073 0.241
P 1.640477 1.494362 -0.270324 0.687 -0.378 0.982 -0.121
H -3.151588 -0.408773 0.515172 1.213 1.227 -0.235 0.259
H -1.880811 0.950545 1.053429 -0.544 -0.409 -0.940 0.307
H -2.446914 0.729485 -0.784990 0.292 0.268 -0.038 0.277
H 1.482773 -2.474941 -0.849687 0.760 1.694 1.351 0.364
H 1.623148 -0.937521 1.897004 0.518 0.286 1.516 -0.106
H 1.728952 0.962063 -1.531716 0.708 -0.571 -0.982 0.036
H 0.343817 1.721249 -0.652781 -1.214 0.335 0.321 0.017
```
Forces are in eV/Å.

***

(4)
Here is a molecular structure, CH8BCsN2O from the OMol25 dataset. Energies are from ωB97M-V with the def2-TZVPD basis set.

Calculated values
orbital gap = 7.743 eV
HOMO = -8.07 eV
energy above the lowest of the compared OMol25 structures with the same formula, charge and spin = 0.0 kJ/mol

```
14
Properties=species:S:1:pos:R:3:forces:R:3:mulliken_charge:R:1
Cs -1.769147 1.934170 1.022542 0.090 -0.006 0.151 0.938
B 0.910315 3.340415 -0.243258 0.399 0.517 0.067 0.253
H -0.093287 2.839278 -0.635276 -0.632 -0.487 -0.462 -0.501
H 1.832575 2.925679 -0.887598 0.320 -0.063 -0.254 -0.222
H 0.757250 4.532099 -0.332024 0.034 0.421 -0.220 -0.178
H 1.120016 3.145079 0.928808 -0.188 -0.493 0.704 -0.263
C -0.623355 -1.911109 0.176597 0.471 -0.487 -0.330 0.516
O -1.262201 -0.931409 0.520137 -0.342 0.333 0.357 -0.591
N 0.732046 -1.986669 0.281458 0.091 -0.058 -0.026 -0.380
N -1.214917 -3.026004 -0.348483 -0.041 -0.012 -0.023 -0.386
H 1.241914 -2.734667 -0.155760 -0.012 0.082 0.068 0.177
H 1.243189 -1.154184 0.513149 -0.057 0.144 -0.081 0.242
H -2.193280 -3.156375 -0.176130 -0.090 0.082 -0.118 0.224
H -0.681117 -3.816304 -0.664162 -0.041 0.028 0.168 0.172
```
Forces are in eV/Å.

***

(5)
Here is 3 unconnected molecules or ions with the total composition CH8N2O in a non-equilibrium geometry from the OMol25 dataset. Energies are from ωB97M-V with the def2-TZVPD basis set.

Calculated values
orbital gap = 11.044 eV
HOMO = -10.52 eV
energy above the lowest of the compared OMol25 structures with the same formula, charge and spin = 230.3 kJ/mol

```
12
Properties=species:S:1:pos:R:3:forces:R:3:mulliken_charge:R:1
N -1.664976 -1.885528 0.808662 1.558 0.074 -2.634 -0.734
H -1.012283 -2.386410 0.152032 -0.333 -0.650 1.179 0.279
H -1.023823 -1.078723 0.851718 -0.703 0.208 0.614 0.201
H -2.274570 1.626036 0.444848 0.058 0.448 0.330 -0.084
H -2.248829 -1.610764 0.000901 -0.617 0.346 0.830 0.240
N 1.334496 -0.516042 -0.012693 -1.583 0.786 1.493 -0.551
C 0.955873 0.501363 -0.682918 1.558 -1.490 -1.503 0.123
O 0.344981 1.647450 -0.318505 -0.640 -0.857 1.470 -0.474
H 1.037590 -0.526020 0.981555 0.614 0.473 -0.329 0.234
H -2.134870 2.225807 0.883721 -0.165 -0.430 -0.286 0.081
H 0.444931 2.556161 -0.630353 0.655 -0.851 -0.848 0.344
H 1.173826 0.161043 -1.715000 -0.402 1.943 -0.318 0.341
```
Forces are in eV/Å.

***

(6)
Here is 3 unconnected molecules or ions with the total composition CH8N2O in a non-equilibrium geometry from the OMol25 dataset. Energies are from ωB97M-V with the def2-TZVPD basis set.

Calculated values
orbital gap (spin up / spin down) = 9.920 / 3.832 eV
HOMO (spin up / spin down) = -16.42 / -14.23 eV
total charge = +1
2S+1 = 2
energy above the lowest of the compared OMol25 structures with the same formula, charge and spin = 583.9 kJ/mol

```
12
Properties=species:S:1:pos:R:3:forces:R:3:lowdin_spin:R:1
N -2.223438 -0.115490 -0.487001 0.994 0.659 1.509 0.559
H -1.350128 -0.523643 -0.180402 0.195 -0.464 -0.570 0.009
H -2.426514 0.634716 0.170271 -0.512 0.304 -0.495 0.013
H 0.161998 -3.301236 1.887618 0.715 -0.083 0.482 0.000
H -2.971451 -0.750400 -0.672092 -0.583 -0.425 -0.472 0.017
N 1.492798 0.421535 0.375520 -0.165 -1.119 0.199 -0.502
C 1.511391 1.544757 -0.385579 0.386 0.778 -0.698 0.035
O 1.004706 1.622798 -1.603477 -0.329 -0.103 0.175 0.817
H 1.168408 -0.384677 -0.196143 0.199 0.316 0.233 -0.016
H -0.424787 -3.205470 1.481714 -0.720 0.096 -0.494 0.000
H 1.408565 2.462580 0.240036 0.065 -0.010 -0.147 0.022
H 2.648454 1.594526 -0.630470 -0.246 0.052 0.276 0.047
```
Forces are in eV/Å.

***

(7)
Here is 3 unconnected molecules or ions with the total composition CH8N2O2 in a non-equilibrium geometry from the OMol25 dataset. Energies are from ωB97M-V with the def2-TZVPD basis set.

Calculated values
orbital gap (spin up / spin down) = 3.055 / 9.528 eV
HOMO (spin up / spin down) = 1.04 / -5.41 eV
total charge = -1
2S+1 = 2
energy above the lowest of the compared OMol25 structures with the same formula, charge and spin = 11.0 kJ/mol

```
13
Properties=species:S:1:pos:R:3:forces:R:3:lowdin_spin:R:1
N -1.258377 1.367338 -1.315402 0.478 0.224 1.207 0.067
C -0.618766 1.440800 -0.109434 1.455 -0.621 0.497 0.335
N -0.842951 0.697935 0.896380 -1.157 -0.728 -0.407 0.048
H -2.099354 0.821606 -1.290429 -0.258 0.188 -0.573 0.011
H -1.010060 2.078907 -1.989221 -0.497 -0.047 -0.135 0.087
H 0.278482 2.055564 -0.047630 -0.100 0.396 -0.752 0.103
H -0.054250 0.704485 1.548317 -0.033 0.720 0.141 0.090
H 0.654352 -1.118582 2.207189 0.101 -0.588 -0.592 0.047
H -0.137040 -2.332741 1.731613 -0.244 -0.029 -0.151 0.020
O 0.705800 -1.892937 1.599679 0.317 0.535 0.913 0.079
H 0.883366 -0.972189 -1.489681 -0.370 0.172 -0.120 0.014
H 1.983915 -1.200389 -0.500529 -0.505 -0.635 -0.455 0.034
O 1.514881 -1.649793 -1.240857 0.811 0.412 0.428 0.065
```
Forces are in eV/Å.

***

(8)
Here is 3 unconnected molecules or ions with the total composition CH8N2O3 from the OMol25 dataset. Energies are from ωB97M-V with the def2-TZVPD basis set.

Calculated values
orbital gap = 10.932 eV
HOMO = -10.50 eV
energy above the lowest of the compared OMol25 structures with the same formula, charge and spin = 58.3 kJ/mol

```
14
Properties=species:S:1:pos:R:3:forces:R:3:mulliken_charge:R:1
N 0.123182 -0.341225 0.768434 -0.262 -0.647 0.041 -0.380
C 1.337371 -0.342822 0.153679 0.140 0.074 -0.205 0.649
N 2.142912 -1.444516 0.442591 0.031 0.278 -0.211 -0.560
O 1.745790 0.570349 -0.545555 -0.112 0.138 0.149 -0.672
H -0.122304 -1.227623 1.169922 -0.214 -0.022 0.305 0.211
H -0.658430 0.156304 0.366063 0.330 0.228 -0.060 0.252
H 2.992292 -1.329011 -0.085431 0.265 -0.116 0.000 0.268
H 1.735968 -2.347260 0.253139 -0.183 -0.064 0.210 0.263
H -3.397957 -0.357934 0.975934 -0.206 0.173 0.458 0.299
H -3.974266 0.992202 0.719378 -0.088 0.178 0.272 0.331
O -3.764551 0.403856 1.456952 0.299 -0.369 -0.780 -0.639
H 0.192840 1.024634 -1.392594 0.316 0.260 -0.596 0.359
H -0.156406 1.299414 -2.887007 0.197 0.013 0.102 0.290
O -0.537218 1.075681 -2.035783 -0.514 -0.124 0.316 -0.670
```
Forces are in eV/Å.

***

(9)
Here is 3 unconnected molecules or ions with the total composition CH8N2O3 in a non-equilibrium geometry from the OMol25 dataset. Energies are from ωB97M-V with the def2-TZVPD basis set.

Calculated values
orbital gap = 10.677 eV
HOMO = -10.26 eV
energy above the lowest of the compared OMol25 structures with the same formula, charge and spin = 144.2 kJ/mol

```
14
Properties=species:S:1:pos:R:3:forces:R:3:mulliken_charge:R:1
N 0.920043 0.838428 -1.531336 -2.017 1.238 2.280 -0.441
C 1.017382 0.270885 -0.246464 0.106 -0.436 1.636 0.522
N 2.258264 -0.396942 -0.060556 2.269 0.680 1.535 -0.600
O 0.174285 0.227202 0.666964 0.913 0.288 -2.505 -0.557
H 1.851858 0.901153 -1.912326 -0.326 0.545 -0.571 0.246
H 0.233074 1.683968 -1.525744 2.063 -2.034 -0.361 0.300
H 2.294605 -0.896613 0.887124 -0.291 1.208 -1.970 0.282
H 3.180104 0.206068 -0.152567 -2.752 -1.581 0.008 0.259
H -2.878670 1.075963 1.924262 -0.082 -0.504 -0.156 0.302
H -1.404633 1.009372 2.415563 0.352 -0.617 -0.250 0.321
O -2.148297 1.580415 2.266172 -0.271 1.171 0.327 -0.621
H -2.130547 -2.527383 -0.288520 -0.609 -0.283 4.590 0.290
H -1.419732 -1.598404 -1.297320 0.224 0.401 0.546 0.321
O -1.947739 -2.374108 -1.145250 0.419 -0.076 -5.111 -0.624
```
Forces are in eV/Å.

***

(10)
Here is 2 unconnected molecules or ions with the total composition CH8N2O7P2 in a non-equilibrium geometry from the OMol25 dataset. Energies are from ωB97M-V with the def2-TZVPD basis set.

Calculated values
orbital gap = 6.310 eV
HOMO = -7.38 eV

```
20
Properties=species:S:1:pos:R:3:forces:R:3:mulliken_charge:R:1
O 2.839733 0.056501 -0.296065 -3.038 0.037 -1.372 -0.531
P 1.476823 -0.187739 -0.919463 6.028 -1.698 1.050 0.494
N 0.511156 1.310542 -0.709009 -1.034 0.167 -0.002 -0.323
C -0.692529 1.160806 0.163800 -1.883 1.058 1.241 -0.757
P -2.077662 0.235638 -0.690173 -1.768 -1.536 -2.567 0.969
O -1.734318 -0.114585 -2.125845 0.522 0.595 2.607 -0.661
O -3.399406 1.265117 -0.733384 2.230 -1.689 1.174 -0.511
O -2.492409 -1.121534 0.191019 0.594 2.654 -1.006 -0.470
H 1.729630 -0.316302 -2.329581 -1.212 0.300 0.464 0.118
H 0.813149 -1.346775 -0.396754 -0.432 0.892 -0.015 0.147
H 1.128911 2.012106 -0.264933 0.149 -0.500 -0.233 0.438
H 0.241846 1.638304 -1.650885 -0.119 0.017 0.335 0.413
H -1.096580 2.194609 0.355334 0.354 -0.914 -0.225 0.438
H -0.464886 0.749670 1.185761 0.269 0.004 -1.156 0.435
H -4.098159 0.783410 -1.208927 0.044 0.165 0.057 0.351
H -2.089262 -1.898196 -0.231951 -0.038 0.082 0.072 0.372
N 2.360412 -1.606231 2.415930 0.512 0.227 0.709 0.985
O 3.124831 -2.298497 3.097628 -0.242 0.100 -0.326 -0.635
O 1.502791 -2.157036 1.676862 -0.552 -0.039 -0.761 -0.656
O 2.415929 -0.359807 2.470633 -0.384 0.078 -0.045 -0.616
```
Forces are in eV/Å.